No. 1
ORCA calculation (wB97M-V/def2-TZVPD) on the molecule C4H2S2.

Each line ends with the Mulliken charge.
Positions of all 8 atoms, in Å:
C -1.581 -0.936 1.750  0.24
C -0.970 -0.338 0.911  -0.59
C -0.391 0.333 -0.139  0.10
S -1.235 1.302 -1.136  -0.19
C 1.114 0.281 -0.256  -0.23
S 1.949 -1.051 0.160  -0.17
H -2.059 -1.238 2.593  0.50
H 1.606 1.174 -0.575  0.33

Values from the calculation:
SMILES string = C#CC(=S)C=S
Gap between HOMO and LUMO = 7.096 eV
Energy relative to the best compared isomer or geometry (same formula, charge and spin) = 23.66 kcal/mol
Molecular weight = 114.2 g mol⁻¹

No. 2
ORCA calculation (wB97M-V/def2-TZVPD) on a cluster of 11 separate species, C4H30N2O11S in total.

Each line ends with the Mulliken charge.
Positions of all 48 atoms, in Å:
C 1.535 -2.147 1.412  -1.40
C 0.361 -1.647 0.513  0.33
C -0.967 -1.824 1.234  -0.39
S -1.343 -3.592 1.638  -0.25
N 0.514 -0.201 0.393  0.43
C 0.960 0.399 -0.759  0.22
N 0.704 1.753 -0.812  -0.17
O 1.552 -0.243 -1.629  -0.74
H 1.417 -1.741 2.435  0.26
H 1.555 -3.235 1.481  0.40
H 2.474 -1.695 1.159  0.30
H 0.429 -2.226 -0.406  0.34
H -1.837 -1.417 0.719  0.34
H -0.963 -1.380 2.224  -0.13
H -1.638 -4.119 0.433  0.13
H 0.092 0.385 1.111  0.05
H 0.141 2.231 -0.105  0.22
H 0.932 2.276 -1.639  0.21
O 1.367 -1.037 -4.234  -0.70
H 2.235 -1.446 -4.095  0.30
H 1.105 -0.772 -3.310  0.45
O -1.488 1.115 -4.707  -0.71
H -0.546 1.357 -4.553  0.46
H -1.348 0.525 -5.458  0.31
O 1.079 1.712 -4.146  -0.77
H 1.915 2.148 -4.334  0.31
H 1.420 0.786 -4.072  0.38
O -1.200 -0.054 3.983  -0.60
H -2.097 0.208 4.237  0.32
H -0.949 -0.710 4.637  0.26
O 4.062 -1.763 -0.630  -0.69
H 3.324 -1.230 -0.358  0.39
H 4.088 -1.915 -1.577  0.29
O -0.339 3.170 3.609  -0.69
H -0.641 2.545 4.260  0.31
H 0.623 3.211 3.567  0.33
O -3.634 1.482 1.398  -0.65
H -3.783 0.570 1.088  0.31
H -4.329 1.825 0.801  0.32
O -0.929 1.849 1.413  -0.62
H -0.842 2.145 2.351  0.26
H -1.858 2.081 1.224  0.28
O -2.863 0.404 -2.542  -0.69
H -2.284 0.577 -1.787  0.29
H -2.235 0.728 -3.233  0.41
O 2.288 2.230 2.620  -0.68
H 2.001 2.288 1.695  0.35
H 2.585 3.075 2.957  0.30

Values from the calculation:
SMILES string = C[C@@H](CS)NC(N)=O.O.O.O.O.O.O.O.O.O.O
Gap between HOMO and LUMO = 8.911 eV
Energy relative to the best compared isomer or geometry (same formula, charge and spin) = 4.79 kcal/mol
Molecular weight = 314.4 g mol⁻¹

No. 3
ORCA calculation (wB97M-V/def2-TZVPD) on a cluster of 11 separate species, C4H30N2O12 in total.

Each line ends with the Mulliken charge.
Positions of all 48 atoms, in Å:
N -1.670 -1.586 -0.243  -0.40
C -2.164 -0.288 -0.617  -0.45
N -1.437 0.810 -0.023  0.25
C -1.799 2.056 -0.690  0.50
C -0.708 3.110 -0.640  -0.43
O 0.432 3.003 -0.232  -0.62
C -2.916 2.689 0.119  -1.13
O -3.722 3.574 -0.683  -0.55
H -2.180 -2.116 0.434  0.23
H -0.673 -1.632 -0.274  0.08
H -3.239 -0.169 -0.409  0.32
H -2.083 -0.254 -1.745  0.31
H -0.463 0.665 0.222  -0.13
H -1.958 1.923 -1.787  0.29
H -1.076 4.119 -0.892  0.40
H -3.544 1.993 0.705  0.69
H -2.561 3.302 0.949  0.42
H -4.633 3.352 -0.459  0.35
O 4.331 -3.272 1.305  -0.67
H 3.729 -2.516 1.314  0.31
H 3.752 -3.905 0.854  0.35
O 0.202 -2.031 -4.393  -0.63
H 1.101 -1.933 -4.716  0.33
H 0.209 -2.096 -3.437  0.25
O 4.529 -1.272 -0.894  -0.58
H 5.094 -2.013 -0.616  0.32
H 5.265 -0.652 -1.013  0.26
O 1.788 -1.192 -1.671  -0.49
H 1.870 -0.257 -1.290  0.22
H 2.744 -1.386 -1.673  0.31
O 1.681 -0.370 1.100  -0.74
H 2.592 -0.400 0.810  0.26
H 1.114 -1.062 0.732  0.22
O 0.214 0.568 3.338  -0.57
H 0.705 0.216 2.570  0.43
H 0.853 1.148 3.759  0.28
O 2.384 1.179 -0.805  -0.56
H 1.633 1.706 -0.439  0.43
H 3.149 1.747 -0.909  0.23
O 1.170 -3.825 -1.901  -0.65
H 1.379 -2.899 -1.699  0.38
H 0.349 -3.822 -2.405  0.34
O -3.145 1.157 2.714  -0.64
H -2.665 0.774 1.962  0.22
H -2.883 0.689 3.507  0.33
O -1.956 -1.358 3.587  -0.65
H -1.605 -1.058 4.442  0.35
H -1.361 -0.850 3.023  0.24

Values from the calculation:
SMILES string = NCN[C@H](C=O)CO.O.O.O.O.O.O.O.O.O.O
Gap between HOMO and LUMO = 9.058 eV
Energy relative to the best compared isomer or geometry (same formula, charge and spin) = 97.81 kcal/mol
Molecular weight = 298.3 g mol⁻¹

No. 4
ORCA calculation (wB97M-V/def2-TZVPD) on a cluster of 11 separate species, C4H30N2O12 in total.

Each line ends with the Mulliken charge.
Positions of all 48 atoms, in Å:
C -2.762 0.776 -2.789  -1.57
C -1.779 0.459 -1.608  0.34
C -0.967 1.748 -1.240  -0.45
O -1.607 2.197 -0.027  -0.63
N -0.856 -0.683 -1.816  0.06
C -0.278 -1.284 -0.753  0.04
N 0.871 -2.100 -1.137  -0.38
O -0.416 -0.982 0.445  -0.09
H -3.321 1.687 -2.515  0.40
H -2.135 1.019 -3.630  0.38
H -3.401 -0.056 -3.150  0.28
H -2.346 0.330 -0.615  0.12
H 0.129 1.645 -1.315  0.24
H -1.380 2.621 -1.792  0.39
H -1.500 1.476 0.643  0.39
H -0.542 -0.834 -2.840  0.44
H 1.593 -2.231 -0.414  0.22
H 1.082 -2.108 -2.085  0.17
O 3.421 -0.307 -2.518  -0.62
H 4.087 0.350 -2.558  0.30
H 2.907 0.087 -1.816  0.33
O 0.810 -3.597 2.492  -0.75
H 0.517 -3.030 1.637  0.28
H -0.021 -3.928 2.897  0.31
O 0.728 0.146 -3.591  -0.57
H 0.633 0.686 -4.393  0.25
H 1.514 -0.390 -3.609  0.28
O 1.382 -0.198 2.929  -0.64
H 1.674 0.744 3.031  0.34
H 0.590 -0.162 2.444  0.22
O 2.302 1.023 0.102  -0.59
H 1.944 0.237 0.610  0.34
H 1.816 1.815 0.343  0.05
O 2.723 -1.891 1.584  -0.65
H 2.706 -1.190 2.258  0.34
H 2.363 -2.707 1.962  0.39
O 0.516 4.002 0.936  -0.66
H 1.392 3.523 0.878  0.37
H -0.069 3.434 0.452  0.39
O -2.040 0.139 2.561  -0.59
H -1.617 -0.657 2.264  0.28
H -2.700 0.319 2.001  0.29
O 0.226 2.204 3.399  -0.59
H 0.447 3.165 3.486  0.30
H -0.787 2.191 3.449  0.28
O -3.562 -1.981 -0.431  -0.55
H -2.838 -1.957 -0.956  0.26
H -3.986 -2.820 -0.700  0.27

Values from the calculation:
SMILES string = C[C@H](CO)NC(N)=O.O.O.O.O.O.O.O.O.O.O
Gap between HOMO and LUMO = 9.840 eV
Energy relative to the best compared isomer or geometry (same formula, charge and spin) = 84.98 kcal/mol
Molecular weight = 298.3 g mol⁻¹

No. 5
ORCA calculation (wB97M-V/def2-TZVPD) on a cluster of 10 separate species, C4H30N3O10 in total.

Each line ends with the Mulliken charge.
Positions of all 47 atoms, in Å:
N -2.396 1.562 -0.015  -0.02
C -0.984 1.497 -0.444  -0.78
C -0.487 0.062 -0.301  0.85
N 0.763 -0.244 -0.321  0.13
C 1.828 0.716 -0.393  -0.42
C 3.016 0.214 0.422  -0.74
N 3.356 -1.137 -0.086  -0.11
O -1.386 -0.840 -0.118  -1.10
H -2.642 2.103 0.810  0.36
H -2.573 0.607 0.367  0.33
H -3.033 1.607 -0.828  0.46
H -0.420 2.188 0.171  0.31
H -0.806 1.870 -1.443  0.03
H 2.680 -1.868 0.195  0.20
H 1.545 1.681 0.034  0.06
H 2.127 0.951 -1.424  0.30
H 3.858 0.885 0.265  0.39
H 2.785 0.160 1.481  0.25
H 3.335 -1.270 -1.100  0.40
H 4.264 -1.471 0.230  0.40
H 0.964 4.131 -0.391  0.28
H 0.772 4.221 -1.968  0.26
O 0.723 3.658 -1.192  -0.53
H 2.452 -3.674 1.920  0.25
H 1.147 -2.833 1.452  0.45
O 2.108 -2.822 1.653  -0.71
H 0.379 3.261 2.612  0.29
H 0.714 1.723 2.342  0.40
O 0.867 2.648 2.068  -0.60
H -0.654 -2.164 0.706  0.20
H -0.660 -3.784 0.473  0.28
O -0.451 -3.058 1.058  -0.75
H -2.599 -1.447 3.379  0.30
H -1.846 -1.399 2.066  0.33
O -1.818 -1.063 2.968  -0.64
H -0.400 -2.444 -1.556  0.33
H 0.100 -2.786 -3.034  0.29
O 0.006 -2.115 -2.363  -0.65
H -0.174 -0.144 3.215  0.42
H 0.919 -0.672 2.321  0.17
O 0.735 0.051 2.933  -0.69
H -3.055 0.885 -2.807  0.42
H -2.370 2.301 -2.856  0.32
O -3.194 1.847 -2.696  -0.73
H -1.734 -1.302 -2.862  0.32
H -1.644 -0.557 -4.132  0.28
O -2.123 -0.525 -3.297  -0.61

Values from the calculation:
Total charge = +1
Gap between HOMO and LUMO = 9.129 eV
Energy relative to the best compared isomer or geometry (same formula, charge and spin) = 2.84 kcal/mol
Molecular weight = 280.3 g mol⁻¹

No. 6
ORCA calculation (wB97M-V/def2-TZVPD) on a cluster of 12 separate species, C4H30NO13 in total.

Each line ends with the Mulliken charge.
Positions of all 48 atoms, in Å:
C 0.004 -1.108 0.503  -0.24
N 0.552 -2.147 -0.403  0.30
C 0.130 -3.524 -0.209  -1.26
C 0.353 -1.903 -1.866  -1.00
C 0.459 -0.399 -2.098  0.86
O 1.634 0.025 -2.194  -0.85
O -0.578 0.284 -2.253  -0.72
H -0.301 -1.754 1.345  0.87
H -0.925 -0.584 0.248  -0.38
H 0.847 -0.437 0.641  -0.29
H -0.799 -3.842 -0.655  0.39
H 0.182 -3.813 0.858  0.37
H 0.932 -4.222 -0.509  0.35
H 1.083 -2.518 -2.411  0.39
H -0.605 -2.370 -2.159  0.39
H 1.935 -0.913 2.277  0.40
H 2.418 0.502 2.199  0.41
O 2.119 -0.170 2.834  -0.79
H -2.401 -1.598 0.525  0.30
H -3.431 -0.599 -0.090  0.36
O -3.291 -1.473 0.264  -0.75
H -2.908 -0.378 1.877  0.35
H -2.128 1.044 2.063  0.40
O -2.197 0.114 2.295  -0.68
H -2.341 -0.613 -1.966  0.41
H -2.851 0.525 -2.891  0.30
O -3.100 -0.131 -2.244  -0.72
H -0.729 1.741 -1.652  0.39
H 0.137 3.006 -1.708  0.40
O -0.711 2.687 -1.349  -0.71
H 1.666 1.844 -2.096  0.42
H 2.214 2.958 -1.275  0.33
O 1.930 2.792 -2.184  -0.84
H 0.665 0.283 3.563  0.41
H -0.839 0.786 3.621  0.33
O 0.090 1.057 3.624  -0.75
H 2.265 1.690 0.691  0.34
H 3.558 0.934 0.063  0.44
O 3.230 1.600 0.702  -0.78
H 2.896 -0.647 -1.474  0.41
H 2.671 -1.521 -0.253  0.32
O 3.274 -0.836 -0.569  -0.78
H -2.188 3.272 0.003  0.33
H -2.803 1.911 0.073  0.32
O -2.762 2.736 0.571  -0.70
H -0.118 2.232 0.510  0.37
H 0.228 1.539 1.996  0.28
O 0.534 1.937 1.160  -0.67

Values from the calculation:
Total charge = -1
Gap between HOMO and LUMO = 9.266 eV
Energy relative to the best compared isomer or geometry (same formula, charge and spin) = 17.93 kcal/mol
Molecular weight = 300.3 g mol⁻¹

No. 7
ORCA calculation (wB97M-V/def2-TZVPD) on a cluster of 11 separate species, C4H31N2O12 in total.

Each line ends with the Mulliken charge.
Positions of all 49 atoms, in Å:
O -1.110 0.454 0.669  -0.52
C -0.184 -0.073 0.114  -0.09
O -0.260 -0.727 -0.989  -0.86
C 1.255 0.276 0.586  0.43
C 1.627 0.355 2.086  0.02
C 1.815 1.859 2.541  -0.88
N 0.713 2.624 2.001  -0.38
N 2.230 -0.610 -0.259  -0.04
H -1.663 -0.635 -1.254  0.44
H 1.493 1.210 0.072  0.29
H 2.624 -0.032 2.305  0.41
H 0.923 -0.106 2.607  -0.44
H 2.818 2.260 2.184  0.35
H 1.898 2.054 3.597  0.43
H 0.617 3.554 2.280  0.20
H -0.248 2.266 2.004  0.12
H 2.976 -0.705 0.416  0.38
H 2.449 -0.206 -1.300  0.44
H 1.713 -1.474 -0.560  0.24
H 1.749 0.842 -3.137  0.34
H 3.362 0.436 -3.312  0.32
O 2.611 0.624 -2.651  -0.67
H 1.377 -3.211 0.555  0.29
H 2.560 -3.326 1.565  0.30
O 1.934 -2.741 1.007  -0.51
H -0.267 -0.916 3.588  0.24
H -1.038 -1.962 2.702  0.33
O -1.106 -1.129 3.282  -0.61
H -0.178 -2.408 -2.495  0.19
H -0.655 -3.119 -3.671  0.32
O 0.056 -2.566 -3.383  -0.58
H -3.223 2.075 0.202  0.52
H -1.926 2.514 -0.741  0.50
O -2.887 2.112 -0.772  -0.57
H -0.819 -3.749 -0.971  0.31
H 0.194 -4.799 -0.436  0.27
O -0.022 -3.877 -0.306  -0.64
H -1.837 -0.374 -3.150  0.33
H -2.016 0.437 -4.360  0.26
O -1.880 -0.487 -4.068  -0.64
H -3.406 1.858 2.507  0.33
H -2.167 1.241 1.806  0.56
O -2.688 2.081 1.923  -0.74
H -0.381 3.249 0.203  0.48
H 0.211 2.192 -0.736  0.27
O -0.440 2.920 -0.734  -0.77
H -3.290 -0.950 -0.955  0.31
H -2.811 1.079 -1.039  0.51
O -2.706 -0.391 -1.522  -0.79

Values from the calculation:
Total charge = +1
Gap between HOMO and LUMO = 9.814 eV
Energy relative to the best compared isomer or geometry (same formula, charge and spin) = 102.42 kcal/mol
Molecular weight = 299.3 g mol⁻¹

Question: The lowest molecular weight belongs to which entry?
Answer: C4H2S2

Question: Which value of gap between HOMO and LUMO does entry 7 give?
Answer: 9.814 eV

Question: Look up the molecular weight of the third one.
Answer: 298.3 g mol⁻¹

Question: Which of these has the lowest energy relative to the best compared isomer or geometry (same formula, charge and spin)?
Answer: C4H30N3O10